1.
Below is a molecular structure, C5H3AgO3, with properties calculated with ωB97M-V/def2-TZVPD.

Highest occupied orbital energy (spin up / spin down), eV: -20.206 / -19.908
Charge: +2
2S+1: 3
LUMO level (spin up / spin down), Ha: -0.33353 / -0.45900

CARTESIAN COORDINATES (ANGSTROEM)
C: 0.67635 0.95988 -1.09223
C: 1.34680 2.08341 -0.96028
O: 2.03136 2.97885 -0.71351
C: -0.21197 0.22314 -2.03855
C: -0.85414 0.49474 -0.72759
O: -0.83178 -0.43692 0.28262
C: -1.24623 0.13625 1.72639
O: -1.43120 -0.82403 2.41283
Ag: -1.00333 -2.40994 1.05706
H: -0.60758 0.79013 -2.88553
H: 0.08080 -0.81426 -2.23530
H: -1.67456 1.20662 -0.61060

---

2.
Below is C7H15NO in the gas phase, with properties calculated with ωB97M-V/def2-TZVPD.

Highest occupied orbital energy (spin up / spin down), eV: -7.806 / -6.932
Charge: 0
2S+1: 1
LUMO level (spin up / spin down), Ha: 0.02272 / 0.01915
Energy above the lowest of the compared OMol25 structures with the same formula, charge and spin, kcal/mol: 104.27

CARTESIAN COORDINATES (ANGSTROEM)
C: 1.42544 0.85211 -0.50911
C: 0.16422 -1.53875 2.02763
C: -0.56548 1.56477 1.08703
C: -0.49605 -1.76166 -1.06501
C: 0.94280 1.66993 -1.69634
N: 0.69789 -0.61806 1.09406
C: 0.10791 0.42136 0.35375
C: -0.77287 -0.48049 -0.35902
O: -2.08934 -0.07159 -0.38553
H: -2.65525 -0.75625 -0.77596
H: 1.93838 -0.04783 -0.84304
H: 2.09421 1.42851 0.12731
H: -0.87921 -1.33690 2.31484
H: 0.78385 -1.53531 2.92792
H: 0.24059 -2.55882 1.62011
H: 0.19489 2.14764 1.60372
H: -1.25957 1.17497 1.82938
H: -1.12295 2.18084 0.38655
H: -0.51024 -2.60614 -0.38808
H: -1.22472 -2.00484 -1.83841
H: 0.49171 -1.74754 -1.52952
H: 1.80106 1.94315 -2.31318
H: 0.24090 1.09600 -2.29764
H: 0.45181 2.58490 -1.37146